Entry 1:
The following is a quantum chemistry calculation of a molecular structure, CH2I3P in a non-equilibrium geometry, from the Open Molecules 2025 dataset.

As for the LUMO energy: -0.054 hartree. The calculation puts the max |F| at 3.067 eV/Å. The value obtained for the frontier orbital gap is 7.77 eV. The spin multiplicity is 1. As for the HOMO energy: -9.234 eV.

Last column: Mulliken charge in e.
Positions of all 7 atoms, in Å:
C 2.355 0.101 -0.033  -0.76
P 0.238 -0.167 -1.009  0.09
I 3.168 -1.861 -0.757  0.12
I 3.468 1.709 -0.929  0.19
I 2.495 0.215 2.112  0.18
H -0.510 1.063 -0.504  0.10
H -0.295 -1.062 -0.091  0.09

Entry 2:
The following is a quantum chemistry calculation of 2 unconnected molecules or ions with the total composition CH2INO2 in a non-equilibrium geometry, from the Open Molecules 2025 dataset.

As for the LUMO energy (alpha / beta): 0.023 / -0.114 hartree. The calculation puts the max |F| at 5.789 eV/Å. Its expectation value of S² is 2.008. The value obtained for the frontier orbital gap (alpha / beta) is 8.14 / 7.04 eV. The spin multiplicity is 3. As for the HOMO energy (alpha / beta): -7.513 / -10.142 eV.

Last column: Löwdin spin population.
Positions of all 7 atoms, in Å:
C 0.787 -0.619 1.202  0.00
N 1.848 -0.848 0.750  0.00
O -0.235 -0.609 1.706  0.00
O 2.681 -0.449 -2.291  0.62
I 1.016 0.391 -3.000  1.35
H 2.637 -0.147 0.511  0.00
H 2.657 -1.279 -2.695  0.02

Entry 3:
The following is a quantum chemistry calculation of CH2INO4 in the gas phase in a non-equilibrium geometry, from the Open Molecules 2025 dataset.

As for the LUMO energy: -0.024 hartree. The calculation puts the max |F| at 4.049 eV/Å. The value obtained for the frontier orbital gap is 9.31 eV. The spin multiplicity is 1. The SMILES is O=[N+]([O-])OOCI. As for the HOMO energy: -9.975 eV.

Last column: Mulliken charge in e.
Positions of all 9 atoms, in Å:
O -0.900 -2.039 0.333  -0.46
N -0.095 -1.860 -0.489  1.06
O 0.618 -2.616 -1.075  -0.54
O 0.205 -0.577 -0.861  -0.16
O -0.671 0.594 -0.429  -0.18
C 0.021 1.498 0.253  -0.40
I 0.890 0.555 1.954  0.08
H 0.691 2.259 -0.399  0.32
H -0.759 2.187 0.712  0.27

Entry 4:
The following is a quantum chemistry calculation of 2 unconnected molecules or ions with the total composition CH2IP, from the Open Molecules 2025 dataset.

As for the LUMO energy (alpha / beta): 0.004 / -0.120 hartree. The calculation puts the max |F| at 0.417 eV/Å. Its expectation value of S² is 2.015. The value obtained for the frontier orbital gap (alpha / beta) is 8.50 / 6.66 eV. The spin multiplicity is 3. As for the HOMO energy (alpha / beta): -8.397 / -9.937 eV.

Last column: Löwdin spin population.
Positions of all 5 atoms, in Å:
C 0.392 0.118 -0.020  0.12
P 1.954 0.632 -0.078  0.85
I 6.273 -0.057 -0.003  0.99
H 0.000 -0.477 0.792  0.02
H -0.337 0.354 -0.784  0.02

Entry 5:
The following is a quantum chemistry calculation of 2 unconnected molecules or ions with the total composition CH2IPS in a non-equilibrium geometry, from the Open Molecules 2025 dataset.

As for the LUMO energy (alpha / beta): -0.050 / -0.059 hartree. The calculation puts the max |F| at 1.433 eV/Å. The value obtained for the frontier orbital gap (alpha / beta) is 6.36 / 6.36 eV. The spin multiplicity is 1. As for the HOMO energy (alpha / beta): -7.736 / -7.954 eV.

Last column: Mulliken charge in e.
Positions of all 6 atoms, in Å:
C 0.284 -0.224 0.133  -0.34
P 0.257 -3.128 3.334  -0.03
S 0.962 -1.115 1.316  -0.17
I 2.144 -2.993 4.763  0.04
H 0.456 0.842 0.121  0.25
H -0.364 -0.643 -0.619  0.25

Entry 6:
The following is a quantum chemistry calculation of a molecular structure, CH2IPS in a non-equilibrium geometry, from the Open Molecules 2025 dataset.

As for the LUMO energy: -0.047 hartree. The calculation puts the max |F| at 4.720 eV/Å. The value obtained for the frontier orbital gap is 7.63 eV. The spin multiplicity is 1. As for the HOMO energy: -8.899 eV.

Last column: Mulliken charge in e.
Positions of all 6 atoms, in Å:
C 0.584 0.345 0.065  -0.10
P -0.815 -0.646 0.580  -0.04
S 0.526 2.104 -0.096  -0.15
I 2.388 -0.709 -0.168  0.15
H -1.794 0.278 0.233  0.07
H -0.889 -1.373 -0.614  0.09

- Which of these has the lowest max |F|?
  CH2IP